Computed, not measured: a structure of composition C4H5ClS2 at a distorted geometry, with ωB97M-V/def2-TZVPD.

Structure (XYZ):
```
12
Properties=species:S:1:pos:R:3:nbo_charge:R:1
C -2.611 -0.175 -0.090 -0.8639
C 0.139 0.250 0.004 -0.3382
C 1.508 -0.456 0.210 -0.3045
C 2.600 0.282 0.068 -0.1146
H -3.270 -1.058 -0.704 0.2549
H -2.450 0.992 -0.672 0.3016
H -3.071 -0.229 1.237 0.2495
H 1.497 -1.504 0.351 0.2270
H 2.458 1.277 -0.278 0.2228
S -1.066 -1.019 -0.051 0.3652
S -0.035 1.851 0.007 0.0074
Cl 4.301 -0.212 -0.082 -0.0072
```

Summary:
* F_max: 0.0914 hartree/bohr
* energy above the lowest of the compared OMol25 structures with the same formula, charge and spin: 268.02 kJ/mol

Computed, not measured: the molecule C4H5ClS2 at a distorted geometry, with ωB97M-V/def2-TZVPD.

Structure (XYZ):
```
12
Properties=species:S:1:pos:R:3:nbo_charge:R:1
S 1.933 1.189 -0.926 0.0570
C 1.053 -0.154 -0.087 -0.2883
Cl 2.079 -1.010 1.247 -0.0919
C -0.157 0.379 0.619 -0.5069
C -1.430 -0.199 0.089 -0.2084
C -1.258 -1.183 -0.817 -0.3171
S 0.494 -1.382 -1.262 0.2815
H 1.692 2.197 -0.065 0.1203
H -0.152 1.463 0.459 0.2299
H -0.061 0.323 1.769 0.2556
H -2.366 0.117 0.508 0.2288
H -1.827 -1.741 -1.534 0.2395
```

Summary:
* F_max: 0.0575 hartree/bohr
* energy above the lowest of the compared OMol25 structures with the same formula, charge and spin: 70.02 kJ/mol

Computed, not measured: the molecule C4H5ClSSi at a distorted geometry, with ωB97M-V/def2-TZVPD.

Structure (XYZ):
```
12
Properties=species:S:1:pos:R:3:nbo_charge:R:1
Cl -3.595 -0.839 0.230 -0.3344
Si -2.275 0.555 -0.328 1.0949
C -0.626 -0.240 -0.005 -0.6366
C 0.566 0.420 0.041 -0.2346
C 1.767 -0.373 0.255 -0.2758
C 1.462 -1.655 0.327 -0.3717
S -0.225 -2.036 0.235 0.3780
H -2.226 0.852 -1.872 -0.1530
H -2.053 1.892 0.318 -0.1504
H 0.752 1.480 -0.069 0.2178
H 2.698 0.277 0.345 0.2362
H 1.950 -2.556 0.523 0.2295
```

Summary:
* F_max: 0.0664 hartree/bohr
* energy above the lowest of the compared OMol25 structures with the same formula, charge and spin: 18.68 kJ/mol

Computed, not measured: a structure of composition C4H5CrLiO2 at a distorted geometry, with ωB97M-V/def2-TZVPD.

Structure (XYZ):
```
13
Properties=species:S:1:pos:R:3:lowdin_spin:R:1
H -2.149 0.081 1.360 -0.0183
C -0.987 0.346 0.469 -0.0084
C -0.484 -1.063 0.128 -0.0089
C 1.009 -0.876 -0.168 -0.0152
C 1.141 0.640 -0.128 -0.1577
O -0.065 0.969 1.259 0.0030
O -0.908 1.069 -0.679 0.0523
Li -1.301 2.764 -1.224 0.0000
Cr 2.520 1.935 -0.722 4.1575
H -1.036 -1.455 -0.737 -0.0005
H -0.679 -1.745 0.967 -0.0017
H 1.305 -1.317 -1.134 -0.0013
H 1.634 -1.349 0.609 -0.0007
```

Summary:
* F_max: 0.0996 hartree/bohr
* net charge: +2
* multiplicity: 5
* energy above the lowest of the compared OMol25 structures with the same formula, charge and spin: 668.02 kJ/mol

Computed, not measured: a structure of composition C4H5CuO3 at a distorted geometry, with ωB97M-V/def2-TZVPD.

Structure (XYZ):
```
13
Properties=species:S:1:pos:R:3:lowdin_spin:R:1
O -0.951 1.212 -0.061 0.0202
C 0.307 0.744 0.255 0.0570
O 1.190 1.728 0.199 0.1717
Cu 2.789 0.878 0.199 0.5857
O 0.405 -0.130 1.395 0.0910
C 0.735 -0.683 0.042 0.1122
H -0.020 -1.418 -0.259 0.0025
C -2.016 0.292 -0.162 0.0028
H -1.934 -0.318 -1.075 0.0006
H -2.061 -0.370 0.716 0.0006
H -2.936 0.884 -0.212 0.0001
C 2.153 -0.934 -0.261 0.8835
H 2.339 -1.886 -0.775 0.0720
```

Summary:
* F_max: 0.0341 hartree/bohr
* multiplicity: 3
* energy above the lowest of the compared OMol25 structures with the same formula, charge and spin: 126.51 kJ/mol

Computed, not measured: a cluster of 2 separate species, C4H5F2NO4 in total at a distorted geometry, with ωB97M-V/def2-TZVPD.

Structure (XYZ):
```
16
Properties=species:S:1:pos:R:3:nbo_charge:R:1
O 1.159 0.171 2.692 -0.5411
C 0.208 0.597 2.106 0.6578
O -0.646 -0.146 1.267 -0.5411
C -0.286 -1.486 0.879 -0.1535
C 0.122 -1.592 -0.615 0.5253
F 0.727 -2.802 -0.852 -0.3471
F -0.931 -1.535 -1.486 -0.3398
H -0.264 1.545 2.134 0.1341
H -1.099 -2.281 1.181 0.2066
H 0.527 -1.779 1.490 0.2197
H 0.966 -0.778 -0.765 0.1706
O 1.397 1.268 -1.461 -0.5343
C 0.418 1.887 -1.759 0.4325
N -0.764 2.096 -1.215 0.1308
O -1.927 1.886 -1.346 -0.1742
H 0.393 2.950 -2.249 0.1537
```

Summary:
* F_max: 0.0785 hartree/bohr
* energy above the lowest of the compared OMol25 structures with the same formula, charge and spin: 0.00 kJ/mol

Computed, not measured: the molecule C4H5F3O at a distorted geometry, with ωB97M-V/def2-TZVPD.

Structure (XYZ):
```
13
Properties=species:S:1:pos:R:3:nbo_charge:R:1
F -3.006 -1.105 0.096 -0.3311
C -1.781 -0.578 0.267 0.1178
C -1.483 0.582 -0.308 0.0527
O -0.259 1.137 -0.382 -0.4949
C 0.811 0.616 0.389 -0.1366
C 1.616 -0.311 -0.406 0.5414
F 2.624 -0.747 0.434 -0.3438
F 0.893 -1.435 -0.735 -0.3444
H -1.033 -1.197 0.878 0.1786
H -2.168 1.207 -0.831 0.2031
H 0.411 0.183 1.307 0.1986
H 1.438 1.470 0.620 0.2105
H 1.939 0.179 -1.328 0.1480
```

Summary:
* F_max: 0.0417 hartree/bohr
* energy above the lowest of the compared OMol25 structures with the same formula, charge and spin: 67.49 kJ/mol

Computed, not measured: the molecule C4H5FN2 at a distorted geometry, with ωB97M-V/def2-TZVPD.

Structure (XYZ):
```
12
Properties=species:S:1:pos:R:3:nbo_charge:R:1
C 2.336 0.175 0.401 -0.0796
N 1.171 -0.014 -0.129 -0.3267
N 0.583 -1.247 -0.191 -0.2546
C -0.705 -1.276 -0.176 0.0221
C -1.513 -0.082 -0.030 0.2883
C -1.224 1.149 -0.333 -0.4269
F -2.726 -0.359 0.496 -0.3354
H 2.978 -0.498 1.246 0.1975
H 2.435 1.235 0.047 0.2154
H -1.036 -2.390 -0.649 0.2266
H -1.983 1.964 0.135 0.2291
H -0.317 1.344 -0.816 0.2442
```

Summary:
* F_max: 0.0874 hartree/bohr
* energy above the lowest of the compared OMol25 structures with the same formula, charge and spin: 468.84 kJ/mol

Computed, not measured: the molecule C4H5FN2O at a distorted geometry, with ωB97M-V/def2-TZVPD.

Structure (XYZ):
```
13
Properties=species:S:1:pos:R:3:nbo_charge:R:1
N 1.503 -1.561 -0.890 -0.8213
C 1.470 -0.178 -0.470 -0.2744
C 0.080 0.225 -0.093 0.4750
N -0.885 -0.590 0.170 -0.4649
C -1.920 0.194 0.718 -0.2062
C -1.448 1.456 0.807 0.6051
F -1.945 2.620 1.201 -0.2837
O -0.140 1.511 0.312 -0.4326
H 1.010 -1.678 -1.761 0.3628
H 1.135 -2.216 -0.190 0.3764
H 1.863 0.483 -1.256 0.2173
H 2.141 -0.040 0.438 0.2167
H -2.864 -0.225 1.015 0.2298
```

Summary:
* F_max: 0.0346 hartree/bohr
* energy above the lowest of the compared OMol25 structures with the same formula, charge and spin: 66.30 kJ/mol

Computed, not measured: the molecule C4H5FN2O at a distorted geometry, with ωB97M-V/def2-TZVPD.

Structure (XYZ):
```
13
Properties=species:S:1:pos:R:3:nbo_charge:R:1
F 3.238 0.078 -0.206 -0.3553
C 1.922 -0.277 -0.409 0.0730
C 1.008 0.213 0.704 -0.4719
C -0.383 0.091 0.347 0.0831
C -1.242 1.086 -0.056 -0.0866
N -2.408 0.568 -0.349 -0.0634
O -2.252 -0.755 -0.138 -0.1260
N -0.976 -1.038 0.205 -0.0838
H 1.598 0.177 -1.376 0.1566
H 1.805 -1.326 -0.558 0.1754
H 1.243 1.290 0.912 0.2288
H 1.115 -0.366 1.608 0.2386
H -1.032 2.180 -0.137 0.2314
```

Summary:
* F_max: 0.0591 hartree/bohr
* energy above the lowest of the compared OMol25 structures with the same formula, charge and spin: 242.12 kJ/mol

Computed, not measured: the molecule C4H5FO2 at a distorted geometry, with ωB97M-V/def2-TZVPD.

Structure (XYZ):
```
12
Properties=species:S:1:pos:R:3:nbo_charge:R:1
F -1.309 -0.709 -2.289 -0.3090
C -1.078 0.190 -1.336 0.2621
C -0.857 -0.013 0.173 -0.0280
O -0.252 -0.779 1.236 -0.5017
C 1.038 -0.126 1.270 0.1956
O 1.249 0.702 0.079 -0.4963
C 0.295 0.068 -0.730 -0.0173
H -1.565 1.150 -1.502 0.2006
H -1.035 0.959 0.630 0.1796
H 1.800 -0.945 1.327 0.1648
H 1.120 0.492 2.177 0.1697
H 0.595 -0.987 -1.035 0.1799
```

Summary:
* F_max: 0.0316 hartree/bohr
* energy above the lowest of the compared OMol25 structures with the same formula, charge and spin: 525.24 kJ/mol

Computed, not measured: the molecule C4H5FO2 at a distorted geometry, with ωB97M-V/def2-TZVPD.

Structure (XYZ):
```
12
Properties=species:S:1:pos:R:3:nbo_charge:R:1
O 0.242 2.288 0.034 -0.4611
C -0.153 1.183 -0.164 0.5373
C 0.708 -0.085 -0.546 -0.0155
O 2.110 -0.011 -0.166 -0.6889
C -0.209 -0.818 0.486 -0.4625
C -1.317 0.303 0.312 0.1205
F -2.254 0.076 -0.658 -0.3376
H 0.564 -0.426 -1.557 0.1965
H 2.517 -0.663 -0.680 0.4672
H 0.160 -0.705 1.477 0.2329
H -0.576 -1.825 0.249 0.2318
H -1.793 0.683 1.213 0.1793
```

Summary:
* F_max: 0.0598 hartree/bohr
* energy above the lowest of the compared OMol25 structures with the same formula, charge and spin: 169.29 kJ/mol

F_max of number 1 (C4H5ClS2)? 0.0914 hartree/bohr

The lowest F_max belongs to which entry? number 11

Number 6 is which compound? C4H5F2NO4

Which value of energy above the lowest of the compared OMol25 structures with the same formula, charge and spin does entry 11 give? 525.24 kJ/mol